This record from the OMol25 dataset describes a single C5H12N2O molecule in a non-equilibrium geometry. The level of theory is the ωB97M-V functional and the def2-TZVPD basis.

Geometry as ORCA input:
```
! RIJCOSX wB97M-V def2-TZVPD def2/J DEFGRID3
* xyz 0 1
C 1.5954 -0.6021 -1.0604
C 1.8421 -0.9297 0.3420
C 1.5338 0.3286 1.2428
O 2.4296 0.9681 1.7389
N 0.2372 0.7617 1.2205
C -0.8754 -0.1197 0.7440
C -1.8567 0.8485 -0.1448
N -2.1625 0.1104 -1.3652
H 1.6177 -1.5217 -1.6429
H 0.5976 -0.2794 -1.2871
H 2.1650 0.3696 -1.3654
H 1.4610 -1.8106 0.6428
H 2.8882 -1.2379 0.4923
H -0.2110 1.4099 1.8770
H -0.5555 -0.8560 0.1470
H -1.5172 -0.6044 1.6025
H -1.5055 1.9366 -0.2675
H -2.6779 1.0097 0.6005
H -2.9938 -0.4378 -1.3376
H -2.0120 0.6564 -2.1794
*
```

Computed properties:
Lowest unoccupied orbital energy in eV: 0.9
SMILES: CCC(=O)NCCN
HOMO energy in eV: -8.91
Electronic energy in hartree: -382.40351